No. 1
C43H41Cl78F9NO4P2 | ωB97M-V/def2-TZVPD

Its total charge is +1. The HOMO energy is -0.40582 hartree. Its max |F| is 3.22 eV/Å. The calculation puts the molar mass at 3634.07 Da.

Last column: Löwdin charge in e.
Atoms and positions in Å:
C1 -7.4642 -0.8287 -0.9931  -0.108
C2 -6.3511 -1.2455 -1.9821  -0.313
C3 -5.2560 -2.0685 -1.2338  -0.360
C4 -3.9305 -1.2696 -1.1837  -0.207
C5 -2.8101 -2.0309 -0.4287  -0.192
C6 -2.0452 -1.1892 0.6342  -0.198
C7 -0.5290 -1.3024 0.4776  -0.219
C8 0.2603 -0.3233 1.3707  -0.202
C9 1.7453 -0.7391 1.4789  -0.202
C10 2.7467 0.4352 1.6202  -0.238
C11 2.8040 0.8924 3.0946  -0.206
C12 4.2465 1.0902 3.6456  -0.224
C13 5.0138 2.2333 2.9675  -0.266
C14 4.2824 3.6136 2.9542  -0.365
P1 2.9475 3.7402 1.6324  0.932
C15 1.3125 4.1988 2.3635  -0.241
O1 3.3247 5.0678 0.6774  -0.298
C16 3.9758 4.1503 4.3763  -0.546
Cl1 2.6225 3.3971 5.2564  0.775
C17 5.2962 4.0413 5.2297  -0.296
O2 5.0053 3.3889 6.4560  -0.139
C18 6.5531 3.5095 4.5144  -0.295
O3 7.2476 4.6303 3.9851  -0.036
N1 6.4189 2.4361 3.4851  -0.208
C19 7.4129 2.5894 2.3525  -0.143
C20 7.0281 3.5147 1.1882  -0.023
C21 8.0358 3.2961 0.0512  -0.400
F1 7.4127 2.5229 -0.8760  0.128
F2 9.1010 2.5553 0.4343  0.121
C22 8.5797 4.5545 -0.7009  -0.354
F3 9.8653 4.3041 -1.0246  0.087
F4 7.9620 4.7250 -1.8739  0.180
C23 8.5546 5.9251 0.0212  -0.342
F5 9.2109 6.7791 -0.7765  0.171
F6 7.2896 6.3784 0.0371  0.161
C24 9.2338 6.0172 1.4317  -0.565
F7 10.2090 6.9169 1.3981  0.165
F8 8.3461 6.5081 2.2988  0.161
F9 9.7790 4.8881 1.8588  0.103
P2 7.1572 0.8375 4.2609  0.689
O4 8.7551 1.1349 4.4438  -0.269
Cl2 6.5263 0.5110 6.1927  0.345
H1 -7.9948 -1.7376 -0.6918  0.060
H2 -8.2038 -0.1507 -1.4255  0.070
H3 -6.9989 -0.3463 -0.1299  0.069
H4 -5.9033 -0.3496 -2.4144  0.088
H5 -6.8302 -1.8397 -2.7633  0.046
H6 -5.6519 -2.2655 -0.2325  0.073
H7 -5.1356 -3.0718 -1.7620  -0.060
H8 -4.1306 -0.2586 -0.8119  0.107
H9 -3.6228 -1.1772 -2.2292  0.040
H10 -2.1143 -2.4124 -1.1855  0.102
H11 -3.2833 -2.9013 0.0274  0.040
H12 -2.4405 -0.1691 0.5817  0.106
H13 -2.3688 -1.5919 1.6015  0.092
H14 -0.2574 -2.3186 0.7854  0.124
H15 -0.2902 -1.1148 -0.5714  0.069
H16 0.0852 0.7108 1.0529  0.108
H17 -0.2003 -0.4165 2.3665  0.112
H18 1.8121 -1.4027 2.3471  0.078
H19 1.9719 -1.3542 0.5997  0.106
H20 2.3506 1.2519 1.0211  -0.032
H21 3.7109 0.1511 1.1835  0.114
H22 2.4047 0.0635 3.6905  0.102
H23 2.1537 1.7432 3.2896  0.043
H24 4.6700 0.1044 3.4318  0.062
H25 4.1193 1.2225 4.7217  0.038
H26 5.0301 1.9253 1.9149  0.132
H27 5.0036 4.3636 2.5839  0.107
H28 0.7911 3.3107 2.7192  0.035
H29 0.6961 4.7396 1.6443  0.055
H30 1.4824 4.8576 3.2240  0.018
H31 2.8203 5.8118 1.0314  0.047
H32 3.7417 5.2103 4.2685  0.112
H33 5.5257 5.0695 5.5398  0.160
H34 5.6958 3.6995 7.0507  0.105
H35 7.2320 3.1562 5.3088  0.123
H36 7.5444 5.1744 4.7205  0.090
H37 7.5242 1.5717 1.9482  0.128
H38 8.3999 2.8811 2.6996  0.114
H39 6.0424 3.3420 0.7480  0.132
H40 6.9834 4.5430 1.5564  0.107
H41 8.9371 2.0126 4.8198  0.056
C25 -4.1825 -2.0454 -5.8200  -1.995
Cl3 -5.1131 -0.5650 -5.5549  0.509
Cl4 -2.9982 -1.7595 -7.1024  0.542
Cl5 -3.3408 -2.5486 -4.3452  0.553
Cl6 -5.2851 -3.3354 -6.3004  0.485
C26 11.9639 5.7541 4.8866  -2.026
Cl7 10.3567 5.0051 4.6798  0.546
Cl8 12.8137 4.9689 6.2179  0.553
Cl9 12.8819 5.5600 3.3978  0.546
Cl10 11.7565 7.4681 5.2438  0.557
C27 -4.3604 -3.7530 4.1124  -2.017
Cl11 -5.0402 -2.3244 3.3377  0.494
Cl12 -3.8652 -4.9499 2.9051  0.511
Cl13 -2.9480 -3.2731 5.0680  0.521
Cl14 -5.5765 -4.4665 5.1785  0.491
C28 -8.7143 -2.6593 -8.9262  -2.035
Cl15 -9.3743 -1.5022 -10.0887  0.535
Cl16 -8.1371 -4.0937 -9.7833  0.503
Cl17 -7.3751 -1.9128 -8.0490  0.491
Cl18 -9.9816 -3.1264 -7.7820  0.516
C29 -7.6753 -4.9663 8.7771  -2.045
Cl19 -7.6280 -5.3587 7.0522  0.483
Cl20 -7.4466 -3.2257 8.9859  0.521
Cl21 -9.2376 -5.4422 9.4454  0.536
Cl22 -6.3841 -5.8361 9.6121  0.529
C30 -5.6399 1.1203 5.2323  -2.033
Cl23 -5.4229 1.0911 3.4776  0.505
Cl24 -7.1646 1.9183 5.6247  0.529
Cl25 -5.6655 -0.5316 5.8529  0.505
Cl26 -4.2951 2.0043 5.9700  0.493
C31 -7.0923 -7.1998 -7.1077  -2.011
Cl27 -7.8097 -8.6937 -6.4980  0.513
Cl28 -5.7201 -6.7492 -6.0872  0.510
Cl29 -6.5415 -7.4400 -8.7708  0.492
Cl30 -8.3063 -5.9127 -7.0751  0.485
C32 -11.9370 -9.3993 -4.8226  -2.047
Cl31 -11.1557 -10.6264 -3.8170  0.524
Cl32 -12.7134 -10.1786 -6.2059  0.528
Cl33 -13.1548 -8.5449 -3.8687  0.502
Cl34 -10.7213 -8.2534 -5.3994  0.486
C33 5.3951 -3.6434 3.8382  -2.032
Cl35 5.9373 -4.2812 2.2864  0.550
Cl36 3.6479 -3.3932 3.8006  0.538
Cl37 5.8037 -4.7774 5.1249  0.553
Cl38 6.1983 -2.0876 4.1478  0.469
C34 -5.5241 -5.2048 -1.5650  -1.910
Cl39 -4.8809 -4.8748 0.0519  0.562
Cl40 -6.2124 -6.8323 -1.5722  0.551
Cl41 -6.7884 -4.0266 -1.9932  0.680
Cl42 -4.2126 -5.1365 -2.7620  0.535
C35 13.6521 4.7039 -1.0006  -2.033
Cl43 12.3818 4.6917 0.2337  0.542
Cl44 13.9071 6.3586 -1.5599  0.542
Cl45 15.1495 4.0758 -0.3054  0.537
Cl46 13.1578 3.6889 -2.3584  0.544
C36 -17.1998 -7.9032 -2.3775  -2.060
Cl47 -17.8207 -6.7185 -3.5321  0.522
Cl48 -16.6705 -9.3485 -3.2433  0.510
Cl49 -15.8277 -7.2092 -1.5018  0.508
Cl50 -18.4735 -8.3334 -1.2313  0.524
C37 1.8571 1.2228 -2.9867  -2.019
Cl51 2.2992 1.8630 -1.3940  0.556
Cl52 1.3025 -0.4455 -2.8251  0.556
Cl53 0.5772 2.2280 -3.6718  0.510
Cl54 3.2612 1.2681 -4.0543  0.514
C38 -5.9115 -9.0275 -12.5520  -2.049
Cl55 -6.7868 -7.6817 -11.8075  0.484
Cl56 -5.6118 -10.2736 -11.3357  0.523
Cl57 -6.8794 -9.7035 -13.8650  0.531
Cl58 -4.3714 -8.4445 -13.1922  0.526
C39 -5.4702 5.7826 5.7465  -2.043
Cl59 -4.2217 5.4241 6.9491  0.506
Cl60 -5.2876 7.4513 5.1949  0.529
Cl61 -5.3019 4.6865 4.3688  0.491
Cl62 -7.0646 5.5763 6.4763  0.527
C40 -4.0480 3.4028 -6.7460  -2.036
Cl63 -5.1580 4.0836 -5.5518  0.530
Cl64 -3.7855 4.5836 -8.0328  0.515
Cl65 -2.5070 3.0268 -5.9673  0.497
Cl66 -4.7463 1.9277 -7.4219  0.502
C41 5.6505 -1.4448 -6.2471  -2.056
Cl67 5.9866 -2.2254 -7.7936  0.535
Cl68 5.6633 0.3124 -6.4599  0.505
Cl69 4.0644 -1.9578 -5.6596  0.508
Cl70 6.8904 -1.9026 -5.0724  0.518
C42 0.4107 5.2422 -7.6376  -2.045
Cl71 -0.5961 6.5475 -7.0000  0.522
Cl72 0.7351 4.0684 -6.3540  0.465
Cl73 -0.4326 4.4451 -8.9695  0.515
Cl74 1.9400 5.9074 -8.2218  0.530
C43 3.0042 -0.2509 8.1218  -2.034
Cl75 3.5606 -0.8244 6.5362  0.500
Cl76 1.2560 -0.0090 8.0702  0.544
Cl77 3.4002 -1.4592 9.3452  0.550
Cl78 3.7945 1.2724 8.5257  0.540

---

No. 2
C2H11NO3 | ωB97M-V/def2-TZVPD

The HOMO energy is -0.28785 hartree. Its SMILES is C=CN.O.O.O. Its energy above the lowest of the compared OMol25 structures with the same formula, charge and spin is 17.1 kcal/mol. Its max |F| is 2.08 eV/Å. The calculation puts the molar mass at 97.11 Da.

Last column: Löwdin charge in e.
Atoms and positions in Å:
C1 1.7347 -2.0427 -0.2347  -0.041
C2 1.7334 -1.2115 -1.3090  -0.325
N1 0.7905 -0.2711 -1.6142  0.029
H1 0.9463 -2.0711 0.4914  0.026
H2 2.4699 -2.8229 -0.3811  0.028
H3 2.5802 -1.3758 -1.9881  0.098
H4 -0.2427 -0.3834 -1.4425  0.074
H5 0.9300 0.2386 -2.4611  0.065
O1 0.2956 2.5647 1.7318  -0.047
H6 0.9333 2.2645 1.0707  0.054
H7 -0.1075 3.3359 1.3175  0.057
O2 -1.5170 0.3255 1.7342  -0.065
H8 -1.2166 -0.4620 2.2138  0.066
H9 -0.6894 0.8459 1.7205  0.021
O3 -2.1354 -0.2281 -0.8004  -0.083
H10 -2.8869 0.1431 -1.2733  0.042
H11 -2.1804 0.1773 0.0868  0.000

---

No. 3
C23H24N2O4S2 | ωB97M-V/def2-TZVPD

The HOMO energy is -0.28232 hartree. Its SMILES is C=C(S(=O)(=O)c1ccccc1)S(=O)(=O)c1ccccc1.c1cc(N2CCCC2)ccn1. Its energy above the lowest of the compared OMol25 structures with the same formula, charge and spin is 96.5 kcal/mol. Its max |F| is 1.50 eV/Å. The calculation puts the molar mass at 456.59 Da.

Last column: Löwdin charge in e.
Atoms and positions in Å:
C1 0.7626 0.5531 3.1923  0.077
C2 1.2958 -0.2921 2.2878  -0.352
S1 0.2041 -0.9249 1.0098  0.705
O1 -0.7310 0.1586 0.7590  -0.333
O2 0.9803 -1.5982 0.0005  -0.301
C3 -0.8866 -2.1575 1.7338  -0.261
C4 -0.6439 -3.5345 1.6763  -0.045
C5 -1.5523 -4.4173 2.2862  -0.068
C6 -2.6174 -3.9238 3.0497  -0.076
C7 -2.8409 -2.5449 3.1073  -0.068
C8 -2.0231 -1.6753 2.3816  -0.065
S2 2.9747 -0.9028 2.6207  0.712
O3 3.1523 -0.7641 4.0529  -0.326
O4 3.9224 -0.3114 1.7009  -0.291
C9 3.0012 -2.7033 2.4221  -0.276
C10 3.4858 -3.2647 1.2438  -0.058
C11 3.5449 -4.6561 1.1321  -0.067
C12 3.1605 -5.4696 2.2004  -0.076
C13 2.7008 -4.8920 3.3866  -0.075
C14 2.6198 -3.5042 3.5030  -0.060
H1 -0.2410 0.9456 3.1032  0.083
H2 1.3312 0.7926 4.0828  0.081
H3 0.2471 -3.8967 1.1611  0.112
H4 -1.4179 -5.4971 2.1796  0.108
H5 -3.2555 -4.6026 3.6207  0.107
H6 -3.6420 -2.1223 3.7150  0.108
H7 -2.2521 -0.6143 2.3240  0.109
H8 3.7847 -2.6073 0.4261  0.121
H9 3.8787 -5.0952 0.1914  0.110
H10 3.1990 -6.5564 2.1010  0.107
H11 2.3835 -5.5108 4.2260  0.108
H12 2.2437 -3.0421 4.4159  0.118
C15 0.8599 1.8907 -1.2909  -0.147
C16 0.3430 3.0618 -1.8592  0.000
C17 -0.8842 3.0031 -2.5892  -0.224
N1 -1.3353 4.0754 -3.3314  -0.116
C18 -2.7410 4.2734 -3.6597  -0.172
C19 -2.7843 5.5979 -4.4321  -0.164
C20 -1.3538 5.8339 -4.9533  -0.157
C21 -0.4329 4.8463 -4.1919  -0.151
C22 -1.5869 1.7704 -2.5523  -0.001
C23 -0.9599 0.6625 -1.9869  -0.148
N2 0.2574 0.7234 -1.4358  0.002
H13 1.8119 1.8846 -0.7524  0.113
H14 0.9055 3.9899 -1.7423  0.101
H15 -3.3587 4.3107 -2.7475  0.125
H16 -3.1317 3.4518 -4.2900  0.111
H17 -3.0778 6.4094 -3.7605  0.105
H18 -3.5011 5.5477 -5.2529  0.103
H19 -1.2932 5.5973 -6.0255  0.104
H20 -1.0033 6.8620 -4.8100  0.104
H21 0.1173 4.1902 -4.9070  0.124
H22 0.3398 5.3522 -3.5865  0.107
H23 -2.5178 1.6090 -3.1016  0.099
H24 -1.4425 -0.3118 -2.0350  0.111

---

No. 4
C2H4N2OS | ωB97M-V/def2-TZVPD

The HOMO energy is -0.35171 hartree. Its SMILES is [O-][N+]1=NCCS1. Its energy above the lowest of the compared OMol25 structures with the same formula, charge and spin is 105.5 kcal/mol. Its max |F| is 3.22 eV/Å. The calculation puts the molar mass at 104.13 Da.

Last column: Löwdin charge in e.
Atoms and positions in Å:
O1 2.7047 0.5307 -0.0170  -0.040
N1 1.5281 0.3748 0.0703  -0.556
N2 0.6068 1.1922 0.0885  0.031
C1 -0.7036 0.6715 0.0201  -0.232
C2 -0.6746 -0.9185 0.0158  -0.436
S1 1.0633 -1.4654 0.0765  0.910
H1 -1.0549 1.0636 -1.0340  0.143
H2 -1.4366 1.0275 0.8177  0.127
H3 -1.0034 -1.3335 0.8949  0.019
H4 -1.0297 -1.1429 -0.9330  0.035

---

Here are the calculated frontier orbital gap numbers, same order: 8.152; 8.405; 7.339; 9.728 (eV).